56
Properties=species:S:1:pos:R:3 method="wB97M-V/def2-TZVPD" e_tot_ha=-3229.02941 max_force_ev_per_a=0.4 e_above_lowest_kj_mol=133.8 charge=+1 multiplicity=1
C -1.960 -3.586 1.627
H 4.485 2.487 -3.280
P -0.676 -0.032 0.023
C -1.002 -4.482 1.177
H -1.744 1.534 -2.120
C 1.703 1.932 -1.446
H -0.320 -2.055 -4.341
C 1.455 1.620 3.799
H -3.777 2.838 -2.443
H -1.607 0.666 2.930
O 4.314 -0.864 1.984
C 3.033 0.976 -3.671
C 0.079 -2.707 -0.031
H 0.783 -4.720 0.009
O 3.040 1.103 1.289
H 0.899 -2.376 -0.655
H -5.505 2.925 -0.672
C 1.531 0.210 3.938
C -0.471 -0.978 -2.484
C 1.167 0.768 -2.066
C 0.020 -4.035 0.352
H 2.274 2.308 3.941
C -3.634 2.302 -1.515
C 0.155 1.944 3.367
H -0.224 2.934 3.171
C -4.602 2.349 -0.524
C -2.479 1.561 -1.328
C -0.576 0.735 3.225
S 3.514 -0.344 0.937
C 1.288 -0.676 -4.058
C -1.904 -2.254 1.248
C 0.121 -1.293 -3.714
I 0.707 2.982 0.092
H 1.815 -0.950 -4.963
H -2.760 -3.921 2.274
C -2.267 0.849 -0.146
H 0.033 -1.387 3.542
C 0.274 -0.335 3.590
C 3.560 2.020 -2.975
C -0.895 -1.802 0.396
H -5.145 1.686 1.443
Ti 1.215 0.617 1.699
C 2.861 2.524 -1.869
H -1.332 -1.557 -2.170
O 3.934 -0.419 -0.418
H -2.666 -1.592 1.624
C 1.834 0.353 -3.256
H 3.523 0.600 -4.560
H -3.132 0.409 1.793
H -1.049 -5.522 1.471
C 0.045 -0.014 -1.643
C -3.242 0.921 0.852
O 2.048 -0.954 1.065
H 2.420 -0.351 4.186
H 3.241 3.398 -1.357
C -4.399 1.656 0.660